(w)
{
  "formula": "C4H12N2O",
  "method": "ωB97M-V with the def2-TZVPD basis set",
  "species": ["H", "H", "H", "H", "H", "O", "H", "C", "C", "H", "N", "C", "H", "N", "C", "H", "H", "H", "H"],
  "coordinates": [[-3.35, -1.50, -2.89], [-0.17, -1.17, 1.48], [3.42, -0.75, 1.19], [1.23, 2.10, 0.62], [-0.92, -1.16, -0.63], [-2.93, -0.69, -2.58], [0.28, -0.04, -1.16], [1.97, 1.34, 0.83], [-0.51, -0.17, -0.43], [-1.80, 1.01, -1.46], [-1.63, 0.77, -0.48], [0.10, -0.24, 0.99], [-3.21, -0.59, -1.66], [2.44, -0.97, 1.25], [1.58, 0.07, 1.01], [-1.33, 1.63, -0.03], [2.99, 1.68, 0.75], [-0.35, 0.55, 1.61], [2.19, -1.88, 1.60]],
  "smiles": "C=C(N)CCN.O",
  "lumo_ev": 1.0
}

---

(x)
{
  "formula": "C4H12N2O",
  "method": "ωB97M-V with the def2-TZVPD basis set",
  "species": ["H", "H", "H", "H", "C", "O", "H", "H", "H", "H", "H", "C", "H", "H", "C", "N", "H", "C", "N"],
  "coordinates": [[0.54, -3.29, -0.40], [-1.50, -0.02, 0.02], [0.75, -0.58, -2.76], [1.16, 1.04, -1.56], [-0.77, -0.01, -0.84], [-0.78, 1.73, 3.55], [-1.44, 0.18, -1.72], [-0.16, -2.41, 0.94], [-1.57, 1.04, 3.41], [1.20, 0.55, 0.85], [1.08, 2.23, 0.80], [0.03, -1.30, -0.97], [1.43, -2.08, -2.18], [-0.33, 2.14, -1.18], [0.27, 1.23, -0.77], [0.52, 1.35, 0.69], [-0.48, 1.78, 2.64], [0.02, -2.33, -0.17], [0.66, -1.35, -2.23]],
  "smiles": "C=C(N)CCN.O",
  "lumo_ev": 0.8
}

---

(y)
{
  "formula": "C4H12N2O",
  "method": "ωB97M-V with the def2-TZVPD basis set",
  "species": ["C", "H", "H", "H", "H", "N", "C", "C", "H", "H", "H", "H", "H", "N", "H", "C", "H", "O", "H"],
  "coordinates": [[0.44, 1.35, -1.53], [1.66, -1.39, 2.64], [1.88, 0.10, 1.73], [-1.54, -0.06, 2.10], [1.10, 1.61, -3.39], [1.49, 1.34, -2.50], [-1.18, -0.67, 1.28], [1.13, -0.54, 2.20], [0.00, 2.35, -1.53], [1.87, 0.40, -2.62], [0.43, -1.59, 0.35], [-1.30, 0.48, -1.24], [-3.07, -1.15, 0.66], [-2.13, -1.00, 0.30], [0.65, 0.02, 3.00], [0.11, -1.01, 1.20], [-1.83, -1.78, -0.27], [-0.56, 0.39, -1.86], [0.84, 1.14, -0.54]],
  "smiles": "C/C=C/N.NCO",
  "lumo_ev": 1.0
}

---

(y) takes first place; second place is 0.0041 hartree up.

---

(w)
{
  "formula": "C4H12N2O",
  "method": "ωB97M-V with the def2-TZVPD basis set",
  "species": ["H", "H", "H", "H", "H", "N", "H", "C", "C", "C", "N", "H", "H", "H", "C", "H", "H", "H", "O"],
  "coordinates": [[1.64, -1.88, -0.11], [1.56, 1.62, 0.55], [-1.51, 1.32, 0.98], [-0.31, 1.62, -1.15], [-1.06, 0.10, -1.61], [-0.43, -0.52, 0.87], [0.08, -1.93, -0.63], [-0.11, 0.59, -1.43], [-1.62, 0.24, 1.15], [0.67, -0.12, -0.34], [1.00, -1.43, -0.75], [0.09, -0.68, 1.73], [0.47, 0.56, -2.35], [-2.73, -1.11, 0.32], [1.88, 0.67, 0.13], [2.53, 0.87, -0.72], [-1.92, 0.09, 2.20], [2.45, 0.11, 0.87], [-2.68, -0.15, 0.29]],
  "smiles": "CC(C)(N)NCO",
  "lumo_ev": 0.9
}

---

(x)
{
  "formula": "C4H12N2O",
  "method": "ωB97M-V with the def2-TZVPD basis set",
  "species": ["H", "H", "H", "C", "O", "H", "H", "H", "H", "C", "C", "C", "H", "N", "H", "N", "H", "H", "H"],
  "coordinates": [[1.16, -0.19, -1.30], [2.42, -0.22, 0.70], [-2.31, 0.48, -0.29], [-0.24, 0.28, 1.56], [-0.04, -1.31, -0.51], [-1.45, 2.02, -0.34], [-1.32, 0.90, -1.70], [-1.72, -2.56, 0.04], [-0.75, -3.13, -0.98], [-0.18, 0.31, 0.05], [1.12, 0.72, -0.57], [-1.38, 0.96, -0.61], [0.02, 1.26, 1.98], [2.33, 0.68, 0.25], [0.48, -0.44, 1.97], [-1.11, -2.21, -0.71], [1.06, 1.67, -1.10], [-1.24, 0.01, 1.91], [3.14, 0.76, -0.36]],
  "smiles": "CC(C)(CN)ON",
  "lumo_ev": 0.9
}

---

(w) takes first place; second place is 0.0976 hartree up.

---

(w)
{
  "formula": "C3H10N2S",
  "method": "ωB97M-V with the def2-TZVPD basis set",
  "species": ["C", "H", "H", "H", "S", "C", "H", "H", "H", "H", "H", "N", "C", "H", "N", "H"],
  "coordinates": [[-0.80, 0.99, -0.66], [-0.30, 1.40, -1.56], [-0.73, -0.28, 0.88], [0.19, -1.18, -1.66], [-2.49, 0.58, -1.32], [-0.12, -0.08, 0.00], [0.74, -0.22, 2.61], [-2.25, -0.71, -1.77], [1.06, 1.38, 0.97], [1.53, -1.26, 1.47], [1.94, 0.75, -0.32], [1.60, -0.39, 1.93], [1.39, 0.52, 0.69], [-1.12, 1.74, 0.11], [0.16, -1.44, -0.66], [-0.78, -1.80, -0.70]],
  "smiles": "NC[C@H](N)CS",
  "lumo_ev": 0.7
}

---

(x)
{
  "formula": "C3H10N2S",
  "method": "ωB97M-V with the def2-TZVPD basis set",
  "species": ["H", "H", "H", "H", "H", "H", "C", "C", "N", "H", "H", "H", "N", "S", "H", "C"],
  "coordinates": [[2.86, 0.53, 1.67], [-0.33, 0.92, -1.45], [-2.05, 1.68, 0.09], [2.63, -0.91, 0.87], [0.76, 1.23, 1.00], [-1.91, -0.70, 1.93], [-0.72, 0.08, -0.82], [0.98, 0.19, 0.88], [2.27, -0.26, 1.45], [0.22, -0.97, -3.08], [0.59, -0.34, -3.08], [0.06, -0.47, 1.08], [0.52, -0.60, -0.21], [-2.85, -0.29, 1.10], [-1.14, -0.74, -1.45], [-1.90, 0.65, 0.01]],
  "lumo_ev": -1.6
}

---

(w) takes first place; second place is 0.2003 hartree up.

---

(w)
{
  "formula": "C3H10N2S",
  "method": "ωB97M-V with the def2-TZVPD basis set",
  "species": ["H", "H", "H", "H", "H", "H", "C", "H", "N", "S", "H", "C", "H", "N", "H", "C"],
  "coordinates": [[1.03, -3.08, -0.66], [1.36, 1.26, 0.61], [-0.95, -2.11, -0.96], [-1.05, 3.06, 1.80], [-0.67, -1.16, 0.69], [0.13, -0.39, -1.94], [-0.42, 0.92, -0.50], [-0.22, 1.56, -1.36], [0.66, -2.55, 0.14], [-0.09, 3.26, 0.86], [1.48, -2.13, 0.55], [0.30, 1.49, 0.71], [0.01, 1.01, 1.64], [0.24, -0.36, -0.94], [-1.48, 0.76, -0.35], [-0.33, -1.54, -0.27]],
  "smiles": "NCNCCS",
  "lumo_ev": 0.9
}

---

(x)
{
  "formula": "C3H10N2S",
  "method": "ωB97M-V with the def2-TZVPD basis set",
  "species": ["C", "H", "H", "C", "H", "H", "C", "H", "H", "H", "N", "H", "S", "H", "H", "N"],
  "coordinates": [[0.70, 2.04, 0.97], [0.14, 2.30, 2.91], [-1.09, 1.13, 0.68], [-0.85, -1.03, -0.52], [-0.42, 3.52, 1.96], [1.07, -0.69, 0.22], [0.29, -0.07, -0.20], [1.72, 1.68, 1.13], [0.67, 2.66, 0.07], [-1.65, -0.52, -1.04], [-0.13, 0.84, 0.87], [-1.18, -1.55, 0.38], [-0.25, -2.41, -1.60], [0.65, 0.40, -1.13], [0.69, -1.71, -2.24], [0.33, 2.86, 2.08]],
  "smiles": "NCNCCS",
  "lumo_ev": 1.0
}

---

(x) takes first place; second place is 0.0130 hartree up.